(1)
The following is a quantum chemistry calculation of a 7-piece molecular cluster, C36H63ClFN7O7S2Si overall, from OMol25.

As for the total energy: -3965.34030 hartree. Its structure (SMILES) is CCCCCC[C@@]1(Cl)[C@](S)(CC(=O)F)[C@@H](CCO[Si](C)(C)C)[C@](CCCCO)(N(C)C(C)=O)OS1(=O)=O.CC#N.CC#N.CC#N.CC#N.CC#N.CC#N. The calculation puts the molar mass at 852.6 g mol⁻¹.

The geometry in ORCA input format:
```
! RIJCOSX wB97M-V def2-TZVPD def2/J DEFGRID3
* xyz 0 1
C -4.7867 3.0750 2.3255
C -4.1916 4.5069 2.0461
C -3.8841 4.7609 0.5271
C -2.3394 4.6609 0.2217
C -2.1810 3.5272 -0.8331
C -0.7278 3.1998 -1.2566
C 0.1150 2.2502 -0.3717
Cl 0.5621 3.2154 1.0902
C -0.4334 0.8044 -0.0426
S -1.3824 0.3233 -1.5817
C -1.4001 0.9884 1.1967
C -2.5716 0.0106 1.2729
O -2.5862 -0.8049 2.0764
F -3.6451 0.0975 0.4601
C 0.6139 -0.3289 0.3338
C 0.0658 -1.7435 -0.0680
C 0.4188 -2.8519 0.9523
O -0.1312 -2.5587 2.2352
Si -1.0555 -3.8868 2.7868
C -0.0475 -5.4920 2.8125
C -2.6402 -4.1396 1.7917
C -1.5987 -3.4201 4.5507
C 2.1413 -0.1267 0.0513
C 2.7894 -1.2480 -0.8361
C 2.4347 -1.1338 -2.3386
C 2.6037 -2.5280 -3.0251
C 1.5749 -2.6446 -4.1718
O 1.9340 -1.7647 -5.2252
N 2.9866 -0.1143 1.2757
C 2.9991 -1.3146 2.0867
C 2.8322 1.0777 2.0613
C 3.7315 2.3014 1.9287
O 1.9915 1.1008 2.8987
O 2.6041 1.0954 -0.5894
S 1.6353 2.0100 -1.4233
O 2.2340 3.3381 -1.4684
O 1.3240 1.6317 -2.7723
H -4.9901 2.4853 1.4226
H -4.0788 2.4896 2.9367
H -5.6886 3.1977 2.9664
H -3.2908 4.6032 2.6706
H -4.8973 5.2456 2.4484
H -4.4365 3.9732 -0.0050
H -4.2922 5.7528 0.2966
H -1.8727 4.4230 1.1802
H -2.0378 5.6350 -0.1820
H -2.7012 3.9006 -1.7302
H -2.7824 2.6859 -0.4678
H -0.7423 2.9344 -2.3190
H -0.1853 4.1589 -1.2469
H -2.6035 0.8916 -1.4624
H -0.8595 0.9312 2.1472
H -1.8495 1.9939 1.2169
H 0.5661 -0.3942 1.4331
H 0.3021 -2.0264 -1.1001
H -1.0310 -1.7622 -0.0109
H 1.4735 -3.1490 0.9684
H -0.1312 -3.7404 0.5703
H -0.7215 -6.3172 3.0832
H 0.7742 -5.4355 3.5413
H 0.4036 -5.6373 1.8192
H -3.4554 -4.5309 2.4168
H -3.0176 -3.1748 1.4088
H -2.5100 -4.7650 0.8932
H -1.1409 -4.0878 5.3088
H -1.3430 -2.3719 4.7745
H -2.6986 -3.4560 4.5872
H 2.6239 -2.2560 -0.4513
H 3.8700 -1.0618 -0.7395
H 3.1091 -0.4368 -2.8471
H 1.3793 -0.8387 -2.4277
H 3.6417 -2.6756 -3.3459
H 2.3507 -3.3254 -2.3004
H 1.4670 -3.6913 -4.4867
H 0.5957 -2.3515 -3.7470
H 1.4773 -0.9299 -5.0773
H 3.3076 -2.2431 1.6021
H 3.7073 -1.1571 2.9158
H 2.0305 -1.4903 2.5960
H 4.7737 2.0807 2.1867
H 3.3344 3.0752 2.5932
H 3.6305 2.7046 0.9094
C -8.0951 6.0115 1.6296
C -7.6039 5.4321 2.8853
N -7.2336 4.9831 3.8611
H -8.9347 6.6738 1.8328
H -7.3000 6.5799 1.1495
H -8.4205 5.2176 0.9596
C 3.1449 4.1493 -4.2137
C 3.1739 5.1822 -5.2599
N 3.1941 5.9780 -6.0705
H 2.1655 3.6784 -4.1826
H 3.8975 3.3927 -4.4325
H 3.3559 4.5874 -3.2424
C -1.2606 -3.8105 8.7808
C -0.3536 -4.5807 7.9225
N 0.3458 -5.1747 7.2544
H -2.2851 -3.9271 8.4320
H -1.1897 -4.1672 9.8067
H -0.9910 -2.7565 8.7498
C 4.0816 0.5019 -7.3040
C 4.7037 0.1867 -6.0135
N 5.1812 -0.0561 -5.0121
H 3.2331 -0.1577 -7.4794
H 3.7338 1.5353 -7.2924
H 4.7947 0.3881 -8.1164
C 0.8149 -8.2424 5.5797
C -0.3395 -8.8320 4.8905
N -1.2321 -9.2866 4.3555
H 1.0193 -7.2532 5.1762
H 0.6057 -8.1531 6.6434
H 1.6912 -8.8734 5.4400
C 3.5503 2.6080 -10.8654
C 4.2176 1.3295 -10.5894
N 4.7368 0.3374 -10.3948
H 2.5654 2.6187 -10.4017
H 4.1426 3.4282 -10.4632
H 3.4401 2.7410 -11.9400
*
```

Results of the Mulliken charge analysis, in e, for atoms 1 through 99: C -0.998; C -0.548; C -1.061; C -0.410; C -0.891; C -1.561; C 0.037; Cl -0.158; C 0.737; S -0.180; C 0.033; C -0.297; O -0.407; F -0.324; C 0.624; C -0.967; C -1.680; O -0.334; Si 0.930; C -1.058; C -1.065; C -0.905; C 0.713; C -2.393; C -0.164; C -0.719; C -0.809; O -0.521; N 0.141; C -1.074; C 0.629; C -1.265; O -0.475; O -0.342; S 1.668; O -0.768; O -0.779; H 0.248; H 0.134; H 0.391; H 0.362; H 0.466; H 0.454; H 0.396; H 0.214; H 0.480; H 0.341; H 0.194; H 0.599; H 0.681; H 0.278; H 0.502; H 0.094; H 0.721; H 0.391; H 0.593; H -0.052; H 0.900; H 0.364; H 0.209; H 0.281; H 0.435; H 0.194; H 0.320; H -0.133; H 0.302; H 0.386; H 0.392; H 0.754; H 0.526; H 0.202; H 0.461; H 0.328; H 0.393; H 0.275; H 0.336; H 0.322; H 0.446; H 0.376; H 0.373; H 0.370; H 0.174; C -0.841; C 0.459; N -0.433; H 0.336; H 0.254; H 0.265; C -0.339; C 0.180; N -0.424; H 0.095; H 0.231; H 0.275; C -0.866; C 0.375; N -0.367; H 0.269; H 0.338

***

(2)
The following is a quantum chemistry calculation of C36H64BrFN9O7PS as an isolated structure, from OMol25.

As for the total energy: -5843.03342 hartree. The calculation puts the molar mass at 896.9 g mol⁻¹.

The geometry in ORCA input format:
```
! RIJCOSX wB97M-V def2-TZVPD def2/J DEFGRID3
* xyz 0 1
N 3.7259 -2.8743 -2.2185
C 2.6424 -2.3254 -1.4017
C 1.4850 -1.8093 -2.2736
C 0.5411 -1.0062 -1.3930
F 0.6488 -1.3451 -0.0746
O 0.8496 0.3666 -1.5178
S -0.3320 1.1388 -0.6323
O 0.2617 1.4138 0.6312
O -0.6415 2.2891 -1.4071
O -1.4479 -0.0482 -0.6382
C -1.0038 -1.0051 -1.6560
Br -1.6822 -0.1532 -3.3077
P -1.8033 -2.6454 -1.2482
O -0.8396 -3.7406 -1.3456
O -2.3865 -2.4605 0.2318
O -3.1021 -2.8450 -2.1508
H 4.5044 -3.0076 -1.5787
H 4.0603 -2.1607 -2.8694
H 3.0332 -1.5002 -0.7907
H 2.2563 -3.0817 -0.7187
H 1.8600 -1.1257 -3.0267
H 1.0077 -2.6406 -2.7697
H -1.6687 -2.6797 0.8428
H -3.0144 -3.7166 -2.5591
C -0.8510 3.4177 2.9529
C -2.2017 3.9971 2.5497
C -2.5268 5.3134 3.2625
C -2.5772 5.1189 4.7200
N -2.6162 4.9702 5.8490
H -0.8222 3.1701 4.0158
H -0.6526 2.5023 2.3989
H -0.0435 4.1227 2.7426
H -2.9832 3.2639 2.7615
H -2.2079 4.1700 1.4711
H -3.4932 5.6967 2.9319
H -1.7696 6.0655 3.0356
C 4.0809 -6.5445 -0.2075
C 4.9872 -6.4751 1.0180
C 4.7557 -5.2192 1.8653
C 5.0244 -4.0092 1.0754
N 5.2312 -3.0777 0.4532
H 4.2648 -5.7149 -0.8927
H 4.2616 -7.4653 -0.7598
H 3.0275 -6.5219 0.0832
H 6.0295 -6.5112 0.6936
H 4.8148 -7.3554 1.6417
H 5.4137 -5.2194 2.7348
H 3.7253 -5.1833 2.2217
C -4.4029 5.4234 8.5087
C -5.7292 5.9962 8.0250
C -6.0733 7.3423 8.6699
C -6.1925 7.2076 10.1318
N -6.2846 7.0957 11.2623
H -4.4149 5.2139 9.5813
H -4.1904 4.4875 7.9965
H -3.5834 6.1130 8.3027
H -6.5273 5.2774 8.2303
H -5.6797 6.1219 6.9402
H -7.0195 7.7178 8.2788
H -5.3000 8.0794 8.4490
C 0.7277 -5.4616 -6.4014
C -0.4560 -5.8596 -5.5272
C -1.5199 -4.7613 -5.4295
C -0.9439 -3.5447 -4.8381
N -0.4963 -2.6073 -4.3695
H 1.2560 -4.5995 -5.9905
H 1.4439 -6.2803 -6.4662
H 0.4025 -5.2147 -7.4147
H -0.0943 -6.1091 -4.5279
H -0.9172 -6.7607 -5.9359
H -2.3509 -5.0952 -4.8064
H -1.9159 -4.5178 -6.4164
C 5.2471 -2.1124 -6.7401
C 3.9030 -1.4457 -7.0118
C 3.7664 -0.0785 -6.3335
C 3.8824 -0.2161 -4.8749
N 3.9714 -0.3389 -3.7455
H 5.3854 -2.3163 -5.6773
H 5.3114 -3.0659 -7.2645
H 6.0729 -1.4833 -7.0791
H 3.1018 -2.1052 -6.6712
H 3.7771 -1.3176 -8.0886
H 2.7974 0.3644 -6.5650
H 4.5419 0.6040 -6.6837
C 6.1016 -11.1176 0.0944
C 5.4211 -11.8486 -1.0578
C 5.7892 -11.2729 -2.4291
C 5.3793 -9.8630 -2.5219
N 5.0580 -8.7722 -2.5933
H 5.7947 -10.0713 0.1412
H 5.8357 -11.5775 1.0464
H 7.1883 -11.1518 -0.0059
H 4.3390 -11.8042 -0.9202
H 5.7045 -12.9025 -1.0309
H 5.2919 -11.8329 -3.2211
H 6.8653 -11.3366 -2.5952
C 0.2047 7.9095 0.1193
C 0.1915 9.1169 1.0506
C -0.9444 9.0648 2.0770
C -2.2513 9.0401 1.4002
N -3.2597 9.0205 0.8699
H -0.7066 7.8550 -0.4782
H 1.0441 7.9722 -0.5732
H 0.3011 6.9791 0.6832
H 0.1057 10.0279 0.4549
H 1.1436 9.1701 1.5820
H -0.9076 9.9373 2.7292
H -0.8554 8.1742 2.7005
C -7.0021 8.1001 1.7844
C -7.1458 6.5971 1.5820
C -7.7121 5.8781 2.8103
C -6.8199 6.0703 3.9639
N -6.1131 6.2185 4.8454
H -6.3008 8.3306 2.5874
H -6.6206 8.5684 0.8776
H -7.9637 8.5593 2.0254
H -6.1693 6.1771 1.3315
H -7.8025 6.4109 0.7300
H -7.8051 4.8097 2.6141
H -8.7014 6.2620 3.0624
*
```

Results of the Mulliken charge analysis, in e, for atoms 1 through 99: N -0.597; C -0.892; C 0.563; C 0.818; F -0.376; O -0.498; S 1.242; O -0.585; O -0.621; O -0.287; C 0.225; Br 0.017; P 0.783; O -0.588; O -0.538; O -0.519; H 0.319; H 0.266; H 0.419; H 0.398; H 0.029; H -0.224; H 0.380; H 0.332; C -0.928; C -0.584; C 0.736; C 0.184; N -0.409; H 0.386; H 0.141; H 0.249; H 0.307; H 0.342; H 0.061; H -0.466; C -0.659; C -0.351; C -0.573; C 0.322; N -0.540; H 0.261; H 0.004; H 0.293; H 0.302; H 0.308; H 0.332; H 0.296; C -1.286; C 0.183; C -0.430; C 0.234; N -0.441; H 0.447; H 0.318; H 0.296; H 0.320; H -0.107; H 0.314; H 0.282; C -1.000; C -0.487; C -0.436; C 0.119; N -0.281; H 0.194; H 0.360; H 0.304; H 0.307; H 0.335; H 0.218; H 0.324; C -1.104; C -0.194; C -0.514; C 0.353; N -0.547; H 0.290; H 0.339; H 0.308; H 0.094; H 0.321; H 0.273; H 0.344; C -0.868; C -0.426; C -0.442; C 0.242; N -0.408; H 0.108; H 0.326; H 0.302; H 0.288; H 0.304; H 0.275; H 0.274; C -1.088; C -0.456; C -0.229

***

(3)
The following is a quantum chemistry calculation of C36H66AsCoGeN5Si6 as an isolated structure, from OMol25.

The expectation value of S² is 2.049. The energy relative to the best compared isomer or geometry (same formula, charge and spin) is 0.00 kJ/mol. As for the total energy: -9117.65671 hartree. The calculation puts the molar mass at 943.9 g mol⁻¹.

The geometry in ORCA input format:
```
! RIJCOSX wB97M-V def2-TZVPD def2/J DEFGRID3
* xyz 1 3
Co 0.2034 0.2920 -0.4112
C 2.9933 0.2617 2.6378
C 3.8140 1.3715 2.4269
C 3.6214 2.1179 1.2984
C 2.6282 1.7718 0.3635
N 1.8059 0.7267 0.5980
C 2.0161 -0.0021 1.7213
N 2.6061 2.5481 -0.7768
C 1.6812 2.4720 -1.6635
N 0.5308 1.7192 -1.6268
C -0.1892 1.9471 -2.7781
N -1.3321 1.4650 -3.1006
C -2.0096 0.5390 -2.3319
C -3.3219 0.2607 -2.7522
C -4.0740 -0.6929 -2.1222
C -3.5110 -1.3855 -1.0504
C -2.2341 -1.0752 -0.6771
N -1.4784 -0.1222 -1.2799
C 0.5539 2.9086 -3.6198
C 0.2699 3.4510 -4.8556
C 1.1970 4.3443 -5.3837
C 2.3594 4.6747 -4.6880
C 2.6340 4.1227 -3.4407
C 1.7083 3.2376 -2.9280
H 3.0945 -0.3678 3.5114
H 4.5904 1.6300 3.1367
H 4.2284 2.9802 1.0612
H 1.3351 -0.8267 1.8667
H -3.6890 0.8287 -3.5954
H -5.0834 -0.9060 -2.4511
H -4.0529 -2.1577 -0.5203
H -1.7615 -1.5956 0.1452
H -0.6357 3.1856 -5.3866
H 1.0138 4.7932 -6.3513
H 3.0603 5.3721 -5.1284
H 3.5318 4.3722 -2.8893
C -3.7292 -1.4405 2.4436
Si -3.6558 0.4097 2.1954
C -4.5121 0.9753 0.6292
C -4.6219 1.1588 3.6037
As -1.3565 0.9876 1.9647
Si -1.5571 3.3308 1.5603
C 0.1104 4.1519 1.6824
C -2.1701 3.5300 -0.1895
C -2.7485 4.1523 2.7353
Si -0.5833 0.8868 4.2188
C -1.8979 1.2691 5.4859
C 0.7834 2.1312 4.4937
C -0.0335 -0.8650 4.5814
H -4.7757 -1.7631 2.4422
H -3.3030 -1.7043 3.4166
H -3.1941 -2.0119 1.6843
H -5.3204 0.2849 0.3691
H -3.8424 1.0487 -0.2280
H -4.9566 1.9614 0.7969
H -5.6791 0.9969 3.3664
H -4.4685 2.2319 3.7204
H -4.4163 0.6759 4.5569
H 0.8795 3.5976 1.1411
H 0.4386 4.2765 2.7148
H 0.0377 5.1457 1.2289
H -1.5307 2.9932 -0.8921
H -2.1503 4.5908 -0.4618
H -3.1932 3.1712 -0.3141
H -2.5744 3.8602 3.7732
H -3.7835 3.9132 2.4794
H -2.6295 5.2384 2.6697
H -2.4942 2.1488 5.2425
H -1.3931 1.4592 6.4389
H -2.5735 0.4244 5.6298
H 0.3532 3.0562 4.8907
H 1.3383 2.3789 3.5922
H 1.4888 1.7453 5.2365
H -0.9049 -1.5243 4.6432
H 0.4585 -0.8747 5.5601
H 0.6561 -1.2980 3.8553
C -0.3982 -1.8677 -4.2948
Si 0.0086 -3.0817 -2.9274
C -1.5334 -4.0031 -2.4005
C 1.1471 -4.3722 -3.6595
Ge 1.1440 -1.9625 -1.0859
Si 1.1937 -3.5936 0.6880
C -0.3786 -3.4344 1.6964
C 1.2536 -5.2906 -0.0903
C 2.7029 -3.4633 1.7954
Si 3.3929 -1.6492 -1.9174
C 3.2398 -0.7081 -3.5266
C 4.6037 -0.7724 -0.8058
C 4.1031 -3.3570 -2.1893
H -1.1960 -2.2644 -4.9313
H 0.4783 -1.6969 -4.9260
H -0.7216 -0.8986 -3.9208
H -1.8089 -4.6947 -3.2043
H -2.3744 -3.3378 -2.2323
H -1.3781 -4.5945 -1.4935
H 0.5564 -4.9737 -4.3583
H 1.5735 -5.0476 -2.9163
H 1.9628 -3.9149 -4.2238
H -1.2422 -3.7546 1.1031
H -0.5580 -2.4055 2.0269
H -0.3328 -4.0673 2.5884
H 0.3702 -5.5102 -0.6931
H 1.3144 -6.0350 0.7103
H 2.1382 -5.4062 -0.7223
H 3.1231 -2.4610 1.8573
H 3.4892 -4.1215 1.4140
H 2.4550 -3.7956 2.8089
H 2.7044 0.2348 -3.3718
H 2.6886 -1.2862 -4.2735
H 4.2248 -0.4701 -3.9405
H 4.4840 0.3093 -0.8447
H 5.6136 -1.0037 -1.1609
H 4.5349 -1.0992 0.2347
H 3.4856 -3.9851 -2.8262
H 4.2520 -3.8761 -1.2368
H 5.0838 -3.2507 -2.6658
*
```

Results of the Mulliken charge analysis, in e, for atoms 1 through 99: Co -2.448; C -0.259; C -1.099; C -0.654; C -0.889; N 3.325; C -1.052; N -0.406; C -0.437; N 1.445; C 0.118; N -0.389; C -0.500; C -1.157; C -0.916; C -0.550; C -0.671; N 2.177; C 0.034; C -0.364; C -0.698; C -0.695; C -0.334; C 0.230; H 0.537; H 0.493; H 0.618; H -0.275; H 0.594; H 0.473; H 0.484; H -0.107; H 0.561; H 0.449; H 0.451; H 0.563; C -0.673; Si 0.351; C -0.297; C -1.174; As 0.533; Si -0.118; C -0.794; C -0.725; C -1.178; Si 0.610; C -1.236; C -0.860; C -0.631; H 0.461; H 0.292; H -0.144; H 0.423; H -0.394; H 0.499; H 0.402; H 0.313; H 0.342; H -0.006; H 0.391; H 0.477; H -0.095; H 0.587; H 0.279; H 0.282; H 0.286; H 0.454; H 0.324; H 0.396; H 0.269; H 0.445; H -0.008; H 0.426; H 0.267; H 0.481; H -0.182; C -0.898; Si 0.675; C -1.077; C -1.401; Ge 0.431; Si 0.307; C -0.696; C -0.998; C -0.977; Si 0.611; C -0.881; C -1.045; C -1.167; H 0.423; H 0.428; H 0.084; H 0.562; H 0.207; H 0.192; H 0.473; H 0.371; H 0.321; H 0.247